The following is a quantum chemistry calculation of the molecule C6H13NO2, from the OMol25 dataset.

Last column: Mulliken charge in e.
Geometry (Å):
C  -0.057  -0.301  1.145  -0.015
C  -1.553  -0.426  0.906  0.516
C  0.869  -0.204  -0.181  0.141
C  0.842  -1.630  -0.936  -1.284
C  0.659  0.908  -1.193  -0.622
C  0.262  2.404  -0.782  -1.296
H  0.011  -1.222  2.986  0.300
H  -0.239  -2.172  1.782  0.344
H  0.133  0.754  1.526  0.372
H  1.869  -0.170  0.115  0.472
H  0.121  -1.519  -1.834  0.287
H  1.845  -1.871  -1.229  0.385
H  0.456  -2.463  -0.290  0.282
H  -0.338  0.758  -1.731  0.201
H  1.548  0.902  -1.926  0.375
H  -0.460  2.501  0.018  0.329
H  1.173  2.843  -0.286  0.348
H  -0.088  3.029  -1.651  0.329
H  -3.013  0.079  -0.030  0.316
N  0.365  -1.331  2.031  -0.750
O  -2.293  -1.226  1.530  -0.679
O  -2.111  0.359  0.028  -0.353

Calculated values
Strongest force on any atom (eV/Å): 3.732
SMILES: CC[C@H](C)[C@H](N)C(=O)O
E_LUMO (hartree): 0.02632
Frontier orbital gap (eV): 10.6
Highest occupied orbital energy (eV): -9.9

***

The following is a quantum chemistry calculation of the molecule C2H3N3O2, from the OMol25 dataset.

Last column: Mulliken charge in e.
Geometry (Å):
C  0.890  -1.514  0.746  0.362
C  -0.834  0.043  0.280  0.481
N  1.309  -2.584  0.752  -0.398
N  -1.043  1.250  -0.384  -0.396
N  0.519  -0.268  0.387  0.017
O  -1.640  -0.666  0.734  -0.489
O  1.587  0.318  -0.377  -0.409
H  -0.405  2.026  -0.430  0.239
H  -2.023  1.561  -0.496  0.239
H  1.640  -0.166  -1.212  0.354

Calculated values
Strongest force on any atom (eV/Å): 4.440
SMILES: N#CN(O)C(N)=O
E_LUMO (hartree): 0.01321
Frontier orbital gap (eV): 11.0
Highest occupied orbital energy (eV): -10.6

***

The following is a quantum chemistry calculation of the molecule C2H6N4O2, from the OMol25 dataset.

Last column: Mulliken charge in e.
Geometry (Å):
C  -1.024  -0.041  -0.320  0.458
C  1.542  -0.134  -1.084  0.516
N  -1.712  -0.444  -1.299  -0.716
N  -1.800  0.502  0.681  -0.464
N  0.320  0.178  -0.022  0.234
N  0.696  -0.198  1.347  -0.765
O  2.752  0.080  -0.746  -0.414
O  1.141  -0.194  -2.204  -0.499
H  -1.206  -0.714  -2.201  0.282
H  -2.777  0.492  0.386  0.254
H  -1.609  0.465  1.687  0.191
H  -0.033  -0.804  1.805  0.267
H  0.747  0.723  1.757  0.287
H  2.963  0.091  0.213  0.369

Calculated values
Strongest force on any atom (eV/Å): 6.508
SMILES: [H]/N=C(/N)N(N)C(=O)O
E_LUMO (hartree): 0.01395
Frontier orbital gap (eV): 9.5
Highest occupied orbital energy (eV): -9.1

***

The following is a quantum chemistry calculation of a cluster of 2 separate species, C3H10NO2 in total, from the OMol25 dataset.

Last column: Mulliken charge in e.
Geometry (Å):
O  -1.360  -0.060  -1.155  -0.589
C  -0.843  0.561  -2.055  0.176
O  -0.916  1.876  -2.108  -0.371
H  -0.310  0.064  -2.877  0.387
H  -0.428  2.235  -2.865  0.373
C  1.298  0.433  0.743  -0.855
N  -0.043  -0.065  1.128  -0.056
C  -0.239  -1.525  1.238  -0.924
H  1.951  0.545  1.607  0.363
H  1.769  -0.340  0.137  0.318
H  1.204  1.363  0.193  0.342
H  -0.692  0.176  0.319  0.345
H  -0.460  0.445  1.907  0.376
H  0.171  -2.047  0.380  0.335
H  -1.296  -1.716  1.311  0.361
H  0.193  -1.946  2.097  0.419

Calculated values
Strongest force on any atom (eV/Å): 1.757
E_LUMO (hartree): -0.10685
Charge: +1
Frontier orbital gap (eV): 12.7
Highest occupied orbital energy (eV): -15.6

***

The following is a quantum chemistry calculation of the molecule C5H6N2, from the OMol25 dataset.

Last column: Mulliken charge in e.
Geometry (Å):
C  -0.398  0.786  -2.721  -0.539
C  -0.708  0.393  -1.436  -0.137
C  -1.462  -0.342  -0.521  0.396
C  0.659  0.429  1.457  -0.437
C  1.399  -0.569  0.831  -0.195
H  0.251  0.904  -3.553  0.351
H  -2.572  -0.571  -0.944  0.282
H  0.268  1.207  0.642  0.259
H  0.531  0.969  2.580  0.223
H  1.516  -0.439  -0.322  0.221
H  1.934  -1.080  1.765  0.261
N  -1.310  -0.875  0.691  -0.450
N  -0.106  -0.811  1.533  -0.233

Calculated values
Strongest force on any atom (eV/Å): 11.494
SMILES: C#C/C=N\N1CC1
E_LUMO (hartree): -0.01885
Frontier orbital gap (eV): 8.7
Highest occupied orbital energy (eV): -9.2

***

The following is a quantum chemistry calculation of the molecule C5H4OS, from the OMol25 dataset.

Last column: Mulliken charge in e.
Geometry (Å):
C  0.190  -2.219  0.085  -1.023
C  0.384  -0.684  0.231  0.140
C  -0.613  0.059  -0.646  0.398
C  -0.789  1.442  -0.627  -0.455
C  -1.043  2.629  -0.572  0.177
H  -0.706  -2.490  0.618  0.290
H  0.020  -2.486  -0.956  0.309
H  0.977  -2.754  0.493  0.400
H  -1.256  3.667  -0.357  0.418
O  -1.453  -0.555  -1.243  -0.461
S  1.488  0.071  1.208  -0.193

Calculated values
Strongest force on any atom (eV/Å): 4.117
SMILES: C#CC(=O)C(C)=S
E_LUMO (hartree): -0.05730
Frontier orbital gap (eV): 7.6
Highest occupied orbital energy (eV): -9.2

***

The following is a quantum chemistry calculation of a structure of composition C3H7NO3, from the OMol25 dataset.

Last column: Mulliken charge in e.
Geometry (Å):
C  -0.449  -0.143  -0.498  0.290
C  -0.064  -0.037  0.983  -0.237
C  -0.274  -1.591  -0.968  -1.326
O  1.154  0.153  1.296  -0.587
O  0.325  0.769  -1.253  -0.556
N  0.525  2.173  1.583  0.192
O  0.891  2.951  0.822  -0.172
H  1.241  0.675  -0.952  0.375
H  -1.493  0.156  -0.627  0.336
H  -0.689  -0.654  1.655  0.469
H  -0.482  1.382  1.223  0.209
H  -0.524  -1.658  -2.026  0.340
H  -0.921  -2.268  -0.408  0.363
H  0.761  -1.908  -0.830  0.304

Calculated values
Strongest force on any atom (eV/Å): 1.866
E_LUMO (hartree): -0.01998
Frontier orbital gap (eV): 9.1
Highest occupied orbital energy (eV): -9.7

***

The following is a quantum chemistry calculation of a cluster of 6 separate species, H12O6 in total, from the OMol25 dataset.

Last column: Mulliken charge in e.
Geometry (Å):
H  -0.348  -0.627  0.861  0.355
H  -0.096  -1.949  0.291  0.348
H  -0.178  1.875  -0.927  0.266
H  1.129  2.187  -0.221  0.294
H  2.645  0.130  2.358  0.307
H  1.583  0.233  1.319  0.300
H  -4.081  1.253  -0.504  0.322
H  -2.577  1.444  -0.471  0.279
H  -2.315  -1.668  0.059  0.356
H  -3.518  -2.147  -0.904  0.297
H  3.706  -0.819  -0.778  0.313
H  4.788  -0.691  -1.799  0.309
O  -0.385  -1.018  -0.018  -0.729
O  0.301  1.697  -0.177  -0.540
O  1.695  0.118  2.339  -0.614
O  -3.372  1.795  -0.137  -0.608
O  -3.320  -1.674  -0.109  -0.631
O  4.345  -0.139  -1.182  -0.623

Calculated values
Strongest force on any atom (eV/Å): 3.753
SMILES: O.O.O.O.O.O
E_LUMO (hartree): 0.00411
Frontier orbital gap (eV): 11.1
Highest occupied orbital energy (eV): -11.0

***

The following is a quantum chemistry calculation of a cluster of 15 separate species, H30NO17S in total, from the OMol25 dataset.

Last column: Mulliken charge in e.
Geometry (Å):
N  -1.584  -1.539  -3.034  -0.122
H  -0.519  -1.358  -3.046  0.337
H  -1.890  -1.110  -3.754  0.328
H  -1.769  -1.090  -2.151  0.051
H  -1.782  -2.459  -2.951  0.362
S  0.003  -0.102  0.384  -0.709
O  0.641  0.667  -0.569  0.534
O  0.778  -0.120  1.580  -0.672
O  -1.218  0.640  0.790  0.472
O  -0.451  -1.420  -0.067  -1.239
O  -2.833  -2.378  0.591  -0.649
H  -1.909  -1.891  0.287  0.436
H  -3.544  -1.964  0.129  0.291
O  0.396  -3.374  -1.338  -0.780
H  0.195  -2.490  -0.712  0.439
H  -0.375  -3.889  -1.031  0.336
O  -0.100  -3.320  1.972  -0.595
H  -0.352  -2.649  1.410  0.394
H  0.618  -3.551  1.652  0.229
O  1.326  0.037  4.175  -0.769
H  2.159  0.513  3.968  0.322
H  0.931  -0.010  3.295  0.481
O  1.690  2.187  2.199  -0.583
H  1.274  1.395  1.907  0.525
H  2.665  2.268  2.254  0.324
O  -2.860  0.457  -1.248  -0.653
H  -3.072  1.390  -1.378  0.328
H  -2.379  0.510  -0.447  0.079
O  -2.626  0.303  2.959  -0.758
H  -2.451  -0.639  3.327  0.334
H  -2.063  0.318  2.112  0.255
O  3.205  -0.414  2.191  -0.657
H  3.757  -0.281  1.565  0.275
H  2.278  -0.359  1.975  0.491
O  0.775  3.311  -0.535  -0.748
H  0.037  3.159  0.132  0.428
H  0.820  2.313  -0.863  0.200
O  2.530  -0.431  -2.812  -0.679
H  2.067  -0.298  -3.627  0.312
H  1.977  -0.101  -2.137  0.338
O  -0.037  1.262  -2.964  -0.795
H  -0.004  1.182  -2.008  0.241
H  0.706  1.852  -2.989  0.433
O  3.058  1.661  -0.823  -0.637
H  2.270  1.251  -0.608  0.347
H  3.243  2.109  -1.619  0.301
O  -1.890  3.098  0.839  -0.761
H  -1.618  2.179  1.103  0.309
H  -2.074  3.178  -0.084  0.275

Calculated values
Strongest force on any atom (eV/Å): 12.485
E_LUMO (hartree): 0.05280
Charge: -1
Frontier orbital gap (eV): 8.1
Highest occupied orbital energy (eV): -6.7

***

The following is a quantum chemistry calculation of a cluster of 2 separate species, C4H15N2O in total, from the OMol25 dataset.

Last column: Mulliken charge in e.
Geometry (Å):
C  0.685  0.121  1.963  -0.497
N  -0.280  1.200  1.740  -0.582
C  0.426  -1.071  1.032  -0.743
N  0.010  -0.559  -0.314  -0.112
C  -0.883  -1.440  -1.119  -0.450
C  -1.232  -0.801  -2.435  -1.232
H  0.581  -0.206  2.998  0.421
H  1.723  0.408  1.831  0.359
H  -1.086  1.052  2.330  0.201
H  0.138  2.090  1.914  0.219
H  -0.407  -1.685  1.371  0.364
H  1.312  -1.690  0.934  0.339
H  0.872  -0.330  -0.823  0.394
H  -0.535  0.298  -0.201  0.451
H  -0.480  -2.441  -1.238  0.405
H  -1.806  -1.538  -0.543  0.369
H  -1.652  0.201  -2.343  0.360
H  -2.013  -1.404  -2.904  0.381
H  -0.456  -0.760  -3.199  0.345
H  0.501  2.469  -0.263  0.293
H  1.833  2.609  -0.966  0.301
O  1.173  1.957  -0.709  -0.587

Calculated values
Strongest force on any atom (eV/Å): 1.108
E_LUMO (hartree): -0.10124
Charge: +1
Frontier orbital gap (eV): 11.3
Highest occupied orbital energy (eV): -14.1

***

The following is a quantum chemistry calculation of a structure of composition C12H15BrF4N2Te4W, from the OMol25 dataset.

Last column: Mulliken spin population.
Geometry (Å):
W  0.285  0.578  1.284  0.077
C  -0.271  0.410  -3.729  -0.002
C  0.259  0.591  -2.309  -0.023
N  -0.720  0.480  -1.198  -0.001
C  -1.814  1.471  -1.320  0.003
C  -1.399  2.890  -0.978  -0.005
C  -1.294  -0.881  -1.157  0.002
C  -0.307  -1.879  -0.590  -0.002
N  0.263  -1.310  0.609  0.004
C  0.246  -1.916  1.856  -0.002
C  0.348  -0.898  2.816  0.008
F  -1.672  0.412  1.303  0.001
C  0.638  -1.265  4.109  -0.002
F  0.843  -0.324  5.044  0.000
C  0.705  -2.592  4.501  0.001
C  0.530  -3.570  3.535  -0.001
F  0.603  -4.861  3.882  0.000
C  0.316  -3.257  2.205  -0.001
F  0.243  -4.238  1.286  0.000
H  0.567  0.537  -4.416  0.000
H  -1.019  1.155  -3.997  0.000
H  -0.690  -0.579  -3.907  0.000
H  0.740  1.563  -2.241  0.020
H  1.042  -0.143  -2.118  0.004
H  -2.609  1.157  -0.649  0.000
H  -2.219  1.445  -2.336  -0.001
H  -1.117  2.979  0.073  -0.003
H  -2.244  3.560  -1.139  0.000
H  -0.575  3.248  -1.599  0.008
H  -1.615  -1.206  -2.150  0.000
H  -2.173  -0.845  -0.518  0.000
H  0.491  -2.096  -1.307  0.000
H  -0.820  -2.818  -0.385  0.000
H  0.899  -2.862  5.529  0.000
Te  2.924  0.316  1.771  -0.006
Te  3.714  4.244  -1.682  0.897
Te  5.104  5.866  -3.081  1.054
Te  1.960  2.174  0.128  -0.044
Br  -0.163  2.465  2.874  0.010

Calculated values
Strongest force on any atom (eV/Å): 2.525
Spin multiplicity: 3
E_LUMO (spin up / spin down) (hartree): -0.07654 / -0.08325
Frontier orbital gap (spin up / spin down) (eV): 5.5 / 5.4
Highest occupied orbital energy (spin up / spin down) (eV): -7.6 / -7.7

***

The following is a quantum chemistry calculation of a structure of composition C24H58Cu2N4O13, from the OMol25 dataset.

Last column: Mulliken spin population.
Geometry (Å):
Cu  0.978  -3.046  0.911  0.703
Cu  0.260  1.938  2.694  0.783
O  3.218  -1.142  3.985  0.003
C  2.025  -0.961  3.390  -0.001
O  1.512  -1.953  2.833  0.012
O  1.564  0.216  3.428  0.029
H  3.560  -0.253  4.155  0.000
O  -0.275  0.452  -1.215  0.002
C  0.364  0.093  -0.077  -0.007
O  0.736  -1.098  0.061  0.031
O  0.583  0.973  0.777  0.011
H  -0.233  -0.383  -1.710  0.000
C  -4.438  3.574  -4.299  0.000
O  -4.020  3.932  -3.011  0.000
C  -4.348  3.054  -1.964  0.000
C  -3.693  1.672  -1.984  0.000
N  -4.315  0.901  -0.922  0.000
C  -3.631  -0.373  -0.711  0.001
C  -4.351  -1.308  0.237  0.000
O  -5.422  -1.929  -0.450  0.000
C  -6.104  -2.823  0.409  0.000
H  -3.948  4.248  -5.000  0.000
H  -5.523  3.607  -4.434  0.000
H  -4.106  2.587  -4.643  0.000
H  -5.444  2.960  -1.951  0.000
H  -4.114  3.577  -1.035  0.000
H  -2.624  1.756  -1.764  0.000
H  -3.749  1.305  -3.016  0.000
H  -5.267  0.711  -1.222  0.000
H  -2.589  -0.192  -0.444  -0.001
H  -3.644  -0.898  -1.678  0.000
H  -4.859  -0.691  0.998  0.000
H  -3.737  -1.992  0.833  0.000
H  -6.503  -2.345  1.307  0.000
H  -5.448  -3.653  0.696  0.000
H  -6.929  -3.294  -0.122  0.000
C  2.875  3.829  1.990  -0.001
O  1.629  3.384  1.499  0.018
C  0.865  4.523  1.113  0.002
C  -0.589  4.128  0.810  -0.004
N  -1.225  3.397  1.931  0.125
C  -2.457  2.681  1.505  -0.011
C  -2.814  1.604  2.521  0.005
O  -1.646  0.814  2.666  0.029
C  -1.899  -0.376  3.434  -0.007
H  3.419  4.551  1.373  0.002
H  3.544  3.029  2.298  0.000
H  2.784  4.473  2.879  0.001
H  1.212  5.090  0.245  0.000
H  0.900  5.268  1.917  0.003
H  -0.561  3.570  -0.126  0.002
H  -1.127  5.061  0.632  0.004
H  -1.668  4.141  2.469  -0.002
H  -2.234  2.213  0.545  0.001
H  -3.327  3.321  1.351  0.005
H  -3.674  1.006  2.214  0.002
H  -3.088  2.006  3.503  0.005
H  -0.986  -0.961  3.529  0.002
H  -2.722  -0.941  3.000  0.004
H  -2.100  -0.009  4.445  0.000
C  -0.011  -5.665  2.827  -0.001
O  0.954  -4.939  2.036  0.030
C  2.294  -5.233  2.438  0.002
C  3.136  -5.024  1.221  -0.002
N  3.068  -3.560  0.900  0.190
C  3.876  -3.216  -0.288  -0.001
C  3.205  -3.736  -1.564  0.004
O  2.048  -2.937  -1.677  -0.002
C  1.210  -3.319  -2.764  -0.001
H  -0.021  -5.272  3.843  -0.001
H  0.265  -6.718  2.843  0.004
H  -0.979  -5.550  2.346  0.000
H  2.418  -6.278  2.728  0.001
H  2.573  -4.557  3.249  -0.001
H  2.760  -5.611  0.385  0.000
H  4.179  -5.300  1.392  0.010
H  3.633  -3.196  1.668  -0.003
H  4.872  -3.643  -0.137  0.013
H  4.025  -2.147  -0.425  0.003
H  3.032  -4.815  -1.541  0.001
H  3.879  -3.522  -2.400  0.000
H  0.839  -4.346  -2.752  0.000
H  1.725  -3.138  -3.710  0.000
H  0.357  -2.641  -2.730  0.000
C  3.638  3.649  -2.205  0.000
C  2.639  2.548  -2.523  0.000
C  3.152  1.135  -2.215  0.000
O  4.196  0.890  -3.152  0.000
C  4.617  -0.450  -3.138  0.000
N  1.386  2.951  -1.845  0.000
H  4.648  3.262  -2.342  0.000
H  3.532  4.017  -1.181  0.000
H  3.427  4.497  -2.854  0.000
H  2.351  2.551  -3.577  0.000
H  2.378  0.361  -2.276  0.000
H  3.505  1.110  -1.174  0.000
H  3.812  -1.135  -3.432  0.000
H  4.998  -0.763  -2.160  0.000
H  5.398  -0.504  -3.895  0.000
H  0.765  2.145  -1.861  0.000
H  1.625  3.073  -0.865  0.000

Calculated values
Strongest force on any atom (eV/Å): 2.727
Spin multiplicity: 3
E_LUMO (spin up / spin down) (hartree): -0.20916 / -0.31904
Charge: +2
Frontier orbital gap (spin up / spin down) (eV): 7.4 / 4.4
Highest occupied orbital energy (spin up / spin down) (eV): -13.0 / -13.0